# 1
{"formula": "C23H26N3S", "method": "the ωB97M-V functional and the def2-TZVPD basis", "symbols": ["C", "C", "N", "C", "N", "C", "C", "C", "S", "H", "H", "H", "H", "H", "H", "H", "H", "H", "H", "C", "C", "N", "C", "C", "C", "C", "C", "C", "C", "C", "C", "C", "C", "C", "C", "C", "C", "H", "H", "H", "H", "H", "H", "H", "H", "H", "H", "H", "H", "H", "H", "H", "H"], "coordinates": [[3.638334, 0.431952, -0.357461], [2.230657, 0.132546, 0.050357], [1.253058, 0.721055, -0.836852], [1.544542, 1.975177, -1.182019], [2.748145, 2.579587, -1.000380], [3.882138, 1.909689, -0.380798], [2.935340, 3.921778, -1.518018], [1.664944, 4.306050, -2.244864], [0.428618, 3.077386, -1.924089], [4.343376, -0.046683, 0.305042], [3.845684, 0.037361, -1.338788], [2.037641, -0.937466, 0.110329], [2.056799, 0.536713, 1.051605], [3.977644, 2.292837, 0.648342], [4.793662, 2.186640, -0.922690], [3.156382, 4.652983, -0.728766], [3.787581, 3.968451, -2.202891], [1.276171, 5.295920, -1.992089], [1.800215, 4.259034, -3.323874], [-0.116917, -1.800017, -3.409955], [-0.286207, -2.336417, -2.043363], [-0.319010, -3.688421, -1.790247], [-0.525783, -3.920557, -0.425305], [-0.647962, -2.638362, 0.190957], [-0.856008, -2.574216, 1.565104], [-1.070265, -3.753315, 2.288015], [-1.070872, -5.000784, 1.639418], [-0.785521, -5.100154, 0.269560], [-0.528453, -1.621845, -0.853625], [-0.543200, -0.170860, -0.694521], [-1.445411, 0.307841, 0.417852], [-2.650620, -0.339000, 0.858952], [-3.466155, 0.270974, 1.816373], [-3.088530, 1.472723, 2.408019], [-3.923872, 2.031221, 3.517729], [-1.910538, 2.099376, 2.003637], [-1.128116, 1.531673, 1.004891], [-0.433110, -0.748622, -3.402236], [0.924021, -1.813649, -3.759466], [-0.723750, -2.362497, -4.130872], [-0.198441, -4.415057, -2.502586], [-0.857392, -1.595577, 2.042450], [-1.233898, -3.688022, 3.361122], [-1.313041, -5.899477, 2.218560], [-0.822020, -6.046610, -0.267613], [-0.684974, 0.383492, -1.640622], [-2.932566, -1.311345, 0.478015], [-4.423631, -0.183502, 2.080508], [-3.599251, 3.024546, 3.829769], [-4.975211, 2.115432, 3.230745], [-3.908432, 1.394192, 4.406795], [-1.625525, 3.051794, 2.433871], [-0.230272, 2.024032, 0.645976]], "forces_ev_per_angstrom": [[0.6, -0.2, -0.4], [-0.3, -0.5, 0.7], [-0.2, 1.1, 0.5], [0.3, -0.7, 0.2], [-0.3, -0.6, -0.1], [0.1, 0.6, 0.7], [0.1, 0.5, 0.2], [0.0, 0.6, -1.1], [-1.3, -0.8, 0.3], [0.2, -0.1, 0.3], [-0.1, -0.3, -0.5], [0.1, -0.1, -0.1], [0.0, -0.1, 0.2], [0.1, 0.0, -0.2], [-0.2, -0.1, 0.0], [-0.1, -0.4, 0.2], [0.0, -0.3, 0.1], [0.1, -0.2, 0.1], [0.2, 0.3, 0.0], [0.0, 0.4, -0.3], [-0.3, -0.6, 0.6], [0.2, 0.7, -0.2], [-0.7, 1.0, 0.3], [0.4, -0.7, -0.2], [0.1, -0.3, 0.5], [0.3, 0.3, -0.5], [0.1, 0.0, -0.3], [-0.1, 0.1, 0.2], [1.4, 0.0, -0.1], [-1.5, -0.6, -1.8], [0.0, 0.8, 0.7], [0.7, 0.6, -0.3], [0.5, -0.3, -0.8], [0.2, 0.2, 0.4], [-0.4, 0.3, 0.3], [-0.2, -0.2, -0.3], [-0.1, -0.1, 0.0], [0.0, -0.3, -0.2], [-0.2, -0.1, 0.2], [0.1, 0.2, 0.1], [-0.1, 0.6, 0.5], [-0.1, -0.4, 0.1], [0.0, -0.1, -0.2], [0.2, 0.4, -0.3], [0.1, 0.1, 0.3], [-0.3, -0.6, 0.6], [0.0, 0.1, -0.2], [0.4, 0.0, 0.0], [0.1, -0.1, -0.1], [0.1, 0.0, -0.1], [0.1, 0.0, -0.1], [0.0, -0.1, 0.1], [-0.2, 0.1, 0.3]], "total_charge": 1, "orbital_gap_ev": 7.72, "fmax_ev_per_a": 2.48}

---

# 2
{"formula": "C23H26N4O4S2", "method": "the ωB97M-V functional and the def2-TZVPD basis", "symbols": ["C", "C", "O", "C", "O", "C", "C", "N", "C", "O", "C", "S", "C", "N", "N", "C", "C", "C", "C", "C", "C", "C", "C", "N", "C", "C", "S", "C", "C", "C", "O", "C", "C", "H", "H", "H", "H", "H", "H", "H", "H", "H", "H", "H", "H", "H", "H", "H", "H", "H", "H", "H", "H", "H", "H", "H", "H", "H", "H"], "coordinates": [[4.039866, 4.713216, -1.792430], [4.946506, 3.912626, -0.868690], [4.487518, 2.568357, -0.729446], [3.520250, 2.346265, 0.155317], [3.063435, 3.226519, 0.870368], [3.060860, 0.959274, 0.208913], [2.012716, 0.619860, 1.054060], [1.360736, 1.499862, 1.871060], [0.258599, 1.141977, 2.569559], [-0.115589, -0.013669, 2.646725], [-0.490400, 2.291326, 3.192157], [-1.500278, 3.110153, 1.872316], [-1.522715, 1.795893, 0.714151], [-0.612116, 1.579136, -0.192305], [-0.919035, 0.434674, -0.806160], [-2.023982, -0.032302, -0.279470], [-2.664586, -1.291485, -0.644669], [-1.952113, -2.473696, -0.482697], [-2.544917, -3.677625, -0.815981], [-3.836764, -3.703685, -1.310282], [-4.558555, -2.527271, -1.483155], [-5.948192, -2.568385, -2.041204], [-3.961393, -1.322072, -1.144287], [-2.468466, 0.810595, 0.696210], [-3.579658, 0.646473, 1.596716], [-3.377746, -0.561079, 2.506969], [1.569967, -1.022870, 0.953808], [2.822710, -1.308373, -0.239362], [2.998999, -2.645248, -0.797678], [1.899702, -3.628657, -0.475182], [3.948588, -2.959931, -1.487425], [3.527017, -0.160864, -0.535920], [4.633219, -0.086578, -1.526616], [3.969107, 4.227996, -2.762875], [3.043816, 4.787534, -1.362897], [4.443539, 5.713180, -1.922567], [5.952918, 3.823824, -1.283017], [4.989159, 4.380408, 0.120488], [1.684191, 2.468814, 1.750585], [0.175827, 3.056716, 3.583740], [-1.167611, 1.932361, 3.966405], [-0.952984, -2.431035, -0.078710], [-1.998240, -4.599904, -0.687226], [-4.295099, -4.647177, -1.569309], [-6.451174, -1.613183, -1.913240], [-5.914378, -2.796895, -3.106342], [-6.535038, -3.344415, -1.553376], [-4.502375, -0.397146, -1.290381], [-4.497733, 0.533928, 1.012758], [-3.651137, 1.566423, 2.184845], [-4.130964, -0.559945, 3.289829], [-3.462035, -1.484573, 1.939108], [-2.389035, -0.530319, 2.959626], [2.187695, -4.618354, -0.820275], [0.992510, -3.320513, -0.992033], [1.699556, -3.650809, 0.593340], [5.543533, 0.259755, -1.040841], [4.382212, 0.632078, -2.304250], [4.809561, -1.061166, -1.968754]], "forces_ev_per_angstrom": [[0.1, -0.3, 0.2], [0.1, 0.7, 0.0], [0.0, -0.3, -0.1], [-0.1, 0.0, 0.2], [0.1, 0.2, -0.1], [-0.3, -0.1, 0.2], [0.1, -0.3, -0.2], [0.3, 0.2, 0.2], [0.2, 0.3, 0.4], [-0.2, 0.1, 0.1], [-0.5, 0.1, -0.1], [0.3, 0.0, -0.1], [-0.5, 0.5, 0.4], [0.3, 0.8, 0.2], [-0.1, -0.8, -0.7], [-0.1, 0.3, 0.3], [-0.1, -0.3, -0.1], [-0.1, 0.1, 0.0], [0.0, -0.1, 0.0], [0.0, 0.1, 0.0], [0.0, 0.0, 0.1], [0.0, 0.0, -0.1], [0.1, -0.1, 0.0], [0.6, 0.1, -0.6], [-0.5, -0.3, 0.5], [0.0, 0.1, 0.0], [0.6, -0.1, -0.3], [0.1, 0.8, 0.2], [-0.1, -0.2, 0.0], [0.2, -0.2, -0.2], [-0.1, -0.2, 0.0], [-0.2, -0.3, 0.1], [0.1, -0.2, -0.3], [0.0, 0.0, -0.1], [-0.1, 0.0, 0.0], [0.0, 0.1, 0.0], [-0.1, 0.0, 0.1], [0.1, -0.1, -0.2], [-0.2, -0.3, 0.1], [0.0, 0.0, 0.0], [0.2, -0.1, 0.0], [0.1, 0.0, 0.0], [0.0, -0.1, 0.0], [-0.1, -0.1, 0.0], [-0.1, 0.0, 0.0], [-0.1, 0.0, -0.1], [-0.1, 0.0, 0.0], [-0.1, 0.1, 0.0], [0.1, 0.1, 0.1], [0.0, -0.1, -0.2], [-0.1, 0.0, 0.1], [0.0, -0.1, 0.0], [0.0, 0.0, 0.0], [0.0, 0.0, 0.0], [-0.1, 0.0, 0.0], [-0.1, -0.1, 0.1], [0.1, 0.0, 0.0], [0.1, 0.1, 0.0], [0.0, 0.1, 0.0]], "orbital_gap_ev": 8.57, "fmax_ev_per_a": 1.08}

---

# 3
{"formula": "C23H26N4O5Yb", "method": "the ωB97M-V functional and the def2-TZVPD basis", "symbols": ["Yb", "C", "C", "C", "C", "C", "C", "C", "H", "H", "H", "H", "H", "H", "H", "H", "N", "C", "C", "O", "N", "C", "C", "O", "O", "H", "H", "H", "H", "H", "H", "O", "C", "C", "C", "C", "N", "C", "C", "C", "C", "C", "C", "O", "C", "C", "N", "H", "H", "H", "H", "H", "H", "H", "H", "H", "H", "H", "H"], "coordinates": [[0.469736, -0.837182, -1.067087], [-1.337714, -3.764555, 2.631106], [-0.036165, -3.355738, 2.003630], [0.687959, -4.260077, 1.225683], [1.878533, -3.898421, 0.621111], [2.366958, -2.605304, 0.778644], [1.657240, -1.685359, 1.545151], [0.466688, -2.070051, 2.161093], [-1.740024, -2.972346, 3.262611], [-1.216726, -4.656550, 3.246211], [-2.079567, -3.999674, 1.864412], [0.306867, -5.264876, 1.087701], [2.424066, -4.614412, 0.021286], [3.315393, -2.323102, 0.349134], [2.054859, -0.689574, 1.720881], [-0.068739, -1.358509, 2.778183], [3.219442, -0.877031, -1.765859], [3.085899, -1.860491, -2.873841], [1.616769, -1.879441, -3.232557], [1.055234, -0.672721, -3.061581], [0.990844, -2.965551, -3.461430], [-0.479937, -2.882565, -3.569421], [-1.050729, -2.217438, -2.313300], [-0.600775, -2.664538, -1.170566], [-1.562568, -1.084881, -2.314270], [3.301535, 0.047554, -2.170871], [4.082308, -1.040355, -1.259738], [3.383159, -2.844879, -2.519000], [3.694016, -1.615116, -3.746902], [-0.862612, -3.897778, -3.655385], [-0.794919, -2.297080, -4.432518], [-3.545294, 3.334246, 3.393388], [-3.776499, 1.944749, 3.314046], [-2.850252, 1.354132, 2.288699], [-2.957622, 0.010544, 1.942344], [-2.079196, -0.516269, 1.022294], [-1.127289, 0.220380, 0.435945], [-1.055265, 1.524815, 0.718712], [-1.884821, 2.120736, 1.657395], [-0.083150, 2.309066, -0.104636], [0.009316, 3.688475, -0.022995], [0.858390, 4.368401, -0.884434], [1.012755, 5.868447, -0.795230], [-0.051338, 6.496135, -0.116420], [1.566607, 3.633217, -1.825024], [1.426614, 2.261012, -1.845199], [0.641825, 1.602042, -0.985507], [-4.149377, 3.720616, 4.036388], [-4.807538, 1.720047, 3.022044], [-3.584736, 1.453309, 4.274726], [-3.715972, -0.627981, 2.377559], [-2.121277, -1.556237, 0.723728], [-1.806593, 3.169980, 1.891817], [-0.582217, 4.248891, 0.684412], [1.168147, 6.282243, -1.795177], [1.917822, 6.082323, -0.222164], [-0.781770, 6.628878, -0.729277], [2.210405, 4.114449, -2.549863], [1.921309, 1.651375, -2.590093]], "forces_ev_per_angstrom": [[0.6, 1.1, 1.2], [-0.1, 0.0, 0.0], [0.0, 0.0, 0.0], [0.0, 0.0, 0.0], [-0.1, 0.1, 0.0], [0.0, 0.0, 0.0], [-0.1, 0.1, -0.1], [0.0, 0.0, 0.0], [0.0, 0.0, 0.0], [0.0, 0.0, 0.0], [0.0, 0.0, 0.0], [0.0, 0.0, 0.0], [0.0, 0.0, 0.0], [0.0, -0.1, 0.0], [0.0, 0.0, 0.0], [0.0, 0.0, 0.0], [-0.2, -0.1, 0.0], [0.1, -0.2, -0.1], [-0.4, 0.5, 0.1], [0.3, -0.3, -0.6], [-0.1, 0.0, 0.1], [-0.2, -0.1, 0.0], [0.6, -0.1, 0.3], [-0.4, -0.7, -0.4], [-0.3, -0.1, -0.3], [0.0, 0.0, 0.0], [0.0, 0.0, 0.0], [0.0, 0.0, 0.0], [0.0, 0.1, 0.1], [0.0, 0.0, 0.0], [0.0, 0.0, 0.0], [-0.1, 0.0, 0.1], [0.1, 0.1, 0.0], [-0.1, -0.1, 0.1], [0.0, -0.1, 0.0], [0.1, 0.1, 0.0], [0.1, -0.2, -0.1], [0.1, 0.1, -0.1], [0.0, 0.0, -0.1], [-0.1, 0.0, 0.1], [0.0, -0.1, 0.0], [0.0, 0.1, 0.0], [0.0, 0.0, 0.0], [0.0, -0.1, 0.0], [0.1, -0.1, -0.1], [0.0, 0.0, 0.1], [-0.1, -0.2, -0.1], [0.1, 0.0, 0.0], [0.0, 0.0, 0.0], [0.0, 0.0, 0.0], [0.0, 0.0, 0.0], [0.0, 0.0, 0.0], [0.0, 0.0, 0.0], [0.0, 0.0, 0.0], [0.0, 0.0, 0.0], [0.0, 0.0, 0.0], [0.0, 0.0, 0.0], [0.0, 0.0, 0.0], [0.0, 0.0, 0.0]], "total_charge": 1, "multiplicity": 2, "orbital_gap_ev": [8.46, 8.46], "fmax_ev_per_a": 1.76}

---

# 4
{"formula": "C23H26N7S7W", "method": "the ωB97M-V functional and the def2-TZVPD basis", "symbols": ["W", "C", "C", "N", "C", "C", "N", "C", "C", "N", "C", "C", "N", "C", "C", "C", "C", "C", "C", "C", "N", "H", "H", "H", "H", "H", "H", "H", "H", "H", "H", "H", "H", "H", "H", "H", "H", "H", "H", "H", "H", "H", "H", "H", "S", "C", "C", "N", "C", "S", "C", "N", "C", "S", "C", "C", "S", "S", "C", "S", "S", "H", "H", "H"], "coordinates": [[-1.005309, -1.300946, -0.569840], [-4.661637, 1.107205, -0.516784], [-3.328715, 0.505205, -0.235630], [-2.501389, 0.088056, -1.153776], [-2.684986, 0.440598, -2.561761], [-1.284964, 0.566663, -3.125228], [-0.616321, -0.706634, -2.790662], [0.805558, -0.814323, -3.142102], [1.180965, -2.244603, -2.820001], [0.711576, -2.630647, -1.449310], [1.832015, -2.690709, -0.474059], [2.088898, -1.301422, 0.046478], [0.799998, -0.788927, 0.517164], [0.716472, -0.290471, 1.724329], [1.856695, -0.189825, 2.687877], [-0.616036, 0.140007, 2.051987], [-1.073706, 0.691905, 3.242338], [-2.411346, 1.032632, 3.369798], [-3.251030, 0.923953, 2.268263], [-2.743296, 0.419697, 1.082995], [-1.473913, -0.066150, 1.023444], [-5.169495, 0.562953, -1.312508], [-4.563430, 2.148771, -0.834409], [-5.294584, 1.089546, 0.366538], [-3.230184, 1.377425, -2.661767], [-3.252623, -0.336210, -3.084570], [-0.746266, 1.383298, -2.643699], [-1.304316, 0.737608, -4.203561], [-1.098978, -1.419657, -3.340100], [1.367616, -0.080017, -2.564270], [0.976119, -0.620237, -4.204067], [2.256410, -2.397492, -2.904255], [0.699721, -2.909802, -3.538375], [0.338645, -3.574862, -1.517178], [2.725945, -3.114604, -0.933290], [1.530556, -3.341789, 0.346337], [2.464028, -0.637296, -0.735805], [2.838288, -1.343359, 0.832319], [2.645458, 0.447808, 2.284684], [2.284238, -1.171655, 2.896148], [1.534347, 0.229345, 3.635574], [-0.397667, 0.849120, 4.069894], [-2.788870, 1.422686, 4.304569], [-4.278065, 1.256264, 2.327904], [-1.360843, -2.859413, 1.187182], [-2.204956, -4.208824, 0.527556], [-2.446855, -5.300480, 1.419512], [-2.648958, -6.151407, 2.163725], [-2.660253, -4.198017, -0.752133], [-2.478007, -2.802764, -1.744801], [-3.334536, -5.319828, -1.328257], [-3.847749, -6.225422, -1.813367], [6.299473, 3.523289, 1.558559], [4.737303, 2.838506, 0.982141], [3.706128, 4.147206, 1.041159], [2.284823, 3.986964, 0.599162], [1.639446, 2.587341, 0.075879], [1.379612, 5.451952, 0.668209], [2.615653, 6.494407, 1.347690], [2.419801, 8.019963, 1.742212], [4.177930, 5.668471, 1.568706], [6.602125, 4.360179, 0.928737], [7.023908, 2.716899, 1.462491], [6.219530, 3.821868, 2.604007]], "forces_ev_per_angstrom": [[-0.8, -1.3, -0.4], [0.0, 0.0, 0.0], [0.0, 0.0, 0.1], [0.1, 0.0, 0.0], [0.0, 0.0, -0.1], [-0.1, 0.0, -0.1], [0.2, 0.3, 0.3], [0.0, -0.1, -0.1], [0.1, 0.0, -0.1], [-0.1, 0.3, 0.3], [0.1, -0.1, 0.1], [0.0, -0.1, 0.0], [0.2, 0.3, 0.0], [0.0, -0.1, 0.0], [0.0, 0.0, 0.0], [0.0, 0.0, 0.0], [0.0, 0.0, 0.0], [0.0, 0.0, 0.0], [0.0, 0.0, 0.0], [0.0, -0.1, 0.0], [0.2, 0.1, 0.1], [0.0, 0.0, 0.0], [0.0, 0.0, 0.0], [0.0, 0.0, 0.0], [0.0, 0.0, 0.0], [0.0, 0.0, 0.0], [0.0, 0.0, 0.0], [0.0, 0.0, 0.0], [0.0, -0.1, 0.1], [0.0, 0.0, 0.0], [0.0, 0.0, 0.0], [0.0, -0.1, 0.0], [0.0, 0.0, 0.0], [-0.1, 0.0, 0.0], [0.0, 0.0, -0.1], [0.0, 0.0, 0.0], [0.0, 0.0, 0.0], [0.0, 0.0, 0.0], [0.0, 0.0, 0.0], [0.0, 0.0, 0.0], [0.0, 0.0, 0.0], [0.0, 0.0, 0.0], [0.0, 0.0, 0.0], [0.0, 0.0, 0.0], [0.1, 0.5, -0.5], [0.0, -0.1, 0.0], [0.0, 0.0, 0.0], [0.0, 0.0, 0.0], [0.0, -0.1, -0.1], [0.2, 0.3, 0.2], [0.0, 0.0, 0.0], [0.0, 0.0, 0.0], [0.0, 0.0, 0.0], [0.0, 0.0, -0.1], [0.2, 0.1, 0.1], [-0.2, 0.0, -0.1], [0.2, 0.1, 0.1], [0.0, -0.1, 0.0], [-0.1, 0.1, 0.0], [0.0, 0.0, 0.0], [0.0, -0.1, 0.0], [0.0, 0.0, 0.0], [0.0, 0.0, 0.0], [0.0, 0.0, 0.0]], "total_charge": 3, "orbital_gap_ev": 4.79, "fmax_ev_per_a": 1.62}